{"formula": "C32H38AsN5PRuS5", "method": "ωB97M-V/def2-TZVPD", "elements": ["Ru", "N", "C", "S", "N", "N", "C", "C", "C", "C", "C", "C", "N", "H", "H", "H", "H", "H", "H", "H", "S", "As", "S", "S", "S", "C", "C", "C", "C", "C", "C", "C", "C", "N", "C", "C", "C", "C", "H", "H", "H", "H", "H", "H", "H", "H", "H", "H", "H", "H", "H", "H", "H", "H", "H", "H", "C", "P", "C", "C", "C", "C", "C", "C", "C", "C", "C", "C", "C", "C", "H", "H", "H", "H", "H", "H", "H", "H", "H", "H", "H", "H", "H"], "xyz": [[-0.43196, -1.53108, 1.90988], [2.00237, -0.13503, 5.40700], [1.10088, -0.44940, 4.40837], [1.44715, -1.76870, 3.39956], [0.06330, 0.36067, 4.33351], [-0.77070, -0.00975, 3.33430], [-1.95831, 0.46879, 3.34926], [-2.92595, -0.05361, 2.40365], [-4.23742, 0.38957, 2.37531], [-5.13883, -0.21861, 1.51155], [-4.70063, -1.24738, 0.70597], [-3.36446, -1.62717, 0.76495], [-2.50186, -1.04268, 1.58932], [2.60104, -0.89895, 5.67163], [1.58846, 0.36801, 6.17712], [-2.25457, 1.17612, 4.11865], [-4.53747, 1.19003, 3.03999], [-6.17127, 0.10812, 1.48151], [-5.35692, -1.77814, 0.03160], [-2.97123, -2.42507, 0.15350], [-0.64412, -6.42286, 2.29882], [-1.71046, -4.66172, 1.89412], [-1.31394, -3.05471, 3.41559], [-0.67365, -3.36366, 0.39991], [-3.78502, -4.83136, 1.50773], [1.74677, 4.36814, -2.06681], [1.94556, 3.30136, -1.03531], [1.40251, 3.44359, 0.17768], [1.45620, 2.52503, 1.31171], [1.22665, 3.20492, 2.64117], [1.62295, 1.18926, 1.30836], [1.89502, 0.24266, 0.21577], [1.93702, 0.76175, -1.19474], [1.92951, -0.99763, 0.54972], [2.65989, -2.01862, -0.25516], [1.96192, -2.48217, -1.54927], [2.84297, -3.23314, 0.65908], [4.08345, -1.49951, -0.54856], [1.15629, 5.19238, -1.66037], [1.23477, 3.94678, -2.93552], [2.70551, 4.74989, -2.42495], [0.85657, 4.36470, 0.37663], [2.04877, 3.89513, 2.85880], [1.13614, 2.48733, 3.45539], [0.31227, 3.80714, 2.60500], [1.61205, 0.70118, 2.27275], [2.42761, 0.04010, -1.83390], [1.27297, -3.29970, -1.33365], [2.71500, -2.84490, -2.25571], [1.40161, -1.68765, -2.03611], [1.88680, -3.61218, 1.01509], [3.46582, -2.96700, 1.51617], [3.34016, -4.03451, 0.10345], [4.13264, -0.75260, -1.34175], [4.70855, -2.34430, -0.85034], [4.50720, -1.06974, 0.36248], [-1.71312, 1.98320, -0.10499], [-0.84414, 0.42140, -0.57879], [0.49832, 0.87104, -1.67150], [2.77357, 2.08282, -1.38907], [3.34876, 2.10003, -2.77482], [2.62022, 1.80990, -3.87891], [1.22810, 1.48692, -4.00823], [0.29963, 1.16718, -3.01296], [-2.08369, -0.29142, -1.72842], [-1.78404, -1.51675, -2.32953], [-2.70289, -2.15974, -3.14135], [-3.94580, -1.58586, -3.38439], [-4.25325, -0.36305, -2.80913], [-3.33073, 0.27410, -1.98570], [-1.88552, 2.62657, -0.97169], [-1.07404, 2.51313, 0.59883], [-2.66114, 1.76364, 0.39125], [3.60221, 2.05656, -0.66591], [4.41581, 2.27017, -2.88217], [3.15907, 1.86066, -4.82496], [0.84111, 1.50123, -5.02277], [-0.72587, 1.08736, -3.37035], [-0.82500, -1.97900, -2.13857], [-2.45429, -3.12385, -3.56778], [-4.66963, -2.09518, -4.00988], [-5.21835, 0.09753, -2.99044], [-3.60081, 1.22228, -1.53772]], "forces_ev_per_a": [[-0.467, -0.164, 0.688], [-0.004, -0.026, 0.039], [0.063, 0.133, 0.004], [0.212, -0.116, -0.076], [0.120, -0.013, 0.116], [0.023, -0.275, -0.390], [-0.249, 0.195, 0.006], [-0.139, 0.049, 0.016], [0.012, 0.059, 0.089], [-0.014, -0.018, -0.036], [0.020, 0.019, 0.012], [-0.122, 0.021, 0.108], [0.052, -0.037, -0.225], [0.029, -0.016, 0.020], [0.015, -0.008, -0.019], [0.019, -0.013, -0.021], [-0.014, -0.010, -0.019], [-0.003, -0.004, 0.006], [-0.016, 0.013, 0.014], [0.025, -0.005, -0.038], [-0.018, -0.052, 0.032], [0.114, 0.186, -0.033], [-0.200, -0.001, 0.047], [0.169, -0.011, 0.029], [-0.029, -0.043, -0.023], [-0.025, 0.012, -0.033], [0.033, -0.060, 0.025], [0.039, 0.019, 0.057], [-0.056, 0.030, -0.018], [0.021, 0.021, 0.005], [-0.017, -0.063, 0.057], [-0.135, -0.101, -0.102], [-0.092, -0.003, 0.028], [0.706, 0.179, -0.232], [-0.104, 0.049, -0.036], [0.018, -0.028, 0.038], [0.045, -0.033, 0.028], [-0.032, 0.030, -0.046], [0.006, -0.017, -0.013], [0.008, 0.000, -0.005], [-0.002, 0.006, 0.000], [0.003, -0.015, -0.003], [-0.022, 0.001, 0.004], [0.002, 0.007, -0.013], [-0.002, -0.020, 0.007], [-0.010, -0.035, -0.007], [0.045, -0.123, -0.042], [0.029, 0.075, -0.017], [-0.003, -0.014, 0.016], [0.001, 0.117, -0.033], [-0.003, 0.008, -0.009], [-0.027, -0.011, 0.016], [-0.008, 0.016, 0.009], [-0.043, 0.017, 0.025], [-0.007, 0.012, -0.009], [-0.004, -0.012, -0.016], [-0.019, -0.006, 0.018], [0.009, 0.042, -0.032], [0.034, 0.038, -0.025], [-0.015, -0.004, -0.027], [0.029, 0.005, 0.037], [-0.065, -0.003, 0.002], [0.021, 0.012, -0.015], [0.055, -0.025, 0.020], [-0.024, 0.018, -0.030], [0.011, -0.011, -0.006], [0.006, -0.003, 0.006], [0.000, 0.007, 0.018], [0.013, -0.002, -0.002], [-0.001, 0.037, -0.021], [0.010, -0.022, -0.010], [0.018, 0.010, 0.022], [-0.004, 0.016, 0.005], [-0.023, -0.027, 0.011], [-0.021, 0.020, 0.003], [-0.007, 0.001, -0.003], [0.007, -0.005, 0.003], [-0.006, 0.007, -0.008], [-0.006, -0.006, 0.012], [-0.001, 0.007, 0.001], [0.004, 0.006, 0.000], [0.006, -0.003, 0.002], [0.004, -0.037, -0.009]], "total_charge": -2, "orbital_gap_ev": [5.4, 5.3], "lumo_ev": [4.2, 4.1], "multiplicity": 2, "homo_energy_ev": [-1.18, -1.19], "e_above_lowest_ev": 1.796}